Record 1
A molecular structure, C4H4N2O in a non-equilibrium geometry, computed with the ωB97M-V functional and the def2-TZVPD basis.

The multiplicity is 1. Its energy is -9234.51335 eV.

CARTESIAN COORDINATES (ANGSTROEM)
C  -1.65065  -0.76179  0.06663
C  -0.23778  0.67807  -0.13959
C  0.98845  1.13921  0.06898
C  -0.15610  -0.71924  -0.10195
H  -2.15965  -1.21390  0.99304
H  -2.13860  -1.43536  -0.85564
H  -1.72476  1.51136  0.87927
H  1.41228  2.07018  -0.14181
N  -1.68410  0.82581  -0.10918
N  1.15064  -1.19825  0.05482
O  1.83517  -0.04284  0.01765

Record 2
2 unconnected molecules or ions with the total composition C2H5ClS in a non-equilibrium geometry, computed with the ωB97M-V functional and the def2-TZVPD basis.

The multiplicity is 1. Its energy is -25510.59781 eV.

CARTESIAN COORDINATES (ANGSTROEM)
C  0.23724  -0.93364  0.71816
C  -0.41592  0.35886  -0.77776
S  -0.81075  1.92378  -0.09120
Cl  0.88146  0.22269  -2.01062
H  1.36747  -0.70974  0.74594
H  -0.38652  -0.69582  1.63677
H  0.07364  -1.99692  0.26324
H  -1.17835  -0.19948  -1.18491
H  0.23174  2.03028  0.70038

Record 3
C4N2 in the gas phase in a non-equilibrium geometry, computed with the ωB97M-V functional and the def2-TZVPD basis.

The multiplicity is 1. Its SMILES is N#CC#CC#N. Its energy is -7123.27678 eV.

CARTESIAN COORDINATES (ANGSTROEM)
C  -1.11177  -1.67074  0.23755
C  -0.55411  -0.42738  0.00798
C  0.26996  0.56211  -0.02552
C  0.99548  1.72690  -0.15582
N  -1.42423  -2.86749  0.02225
N  1.82468  2.67660  -0.08644

Calculated energy above the lowest of the compared OMol25 structures with the same formula, charge and spin, 5.975 1.660 1.711 eV (same order as the records).